Record 1
{
  "formula": "C10H12MnN6O3",
  "method": "ωB97M-V/def2-TZVPD",
  "orbital_gap_ev": [6.576, 7.079],
  "lumo_ev": [-0.64, -0.64],
  "spin_multiplicity": 6,
  "e_above_lowest_kcal_mol": 0.0,
  "species": ["Mn", "N", "C", "C", "O", "N", "C", "C", "O", "O", "H", "H", "H", "H", "H", "H", "N", "C", "C", "N", "C", "C", "N", "C", "C", "N", "H", "H", "H", "H", "H", "H"],
  "xyz": [[0.226108, 0.623373, 0.477895], [-1.728066, -0.747074, 1.157160], [-2.217213, -0.147495, 2.416070], [-1.129663, 0.598640, 3.203891], [-1.301424, 0.733738, 4.418245], [-0.143193, 1.053847, 2.448475], [0.952294, 1.779228, 3.057282], [2.087063, 2.050154, 2.060231], [3.066089, 2.669035, 2.433384], [1.912624, 1.633711, 0.826172], [-2.502318, -0.960532, 0.540259], [-1.276318, -1.632616, 1.355184], [-2.673298, -0.874266, 3.089638], [-2.985372, 0.584714, 2.156815], [1.373736, 1.245378, 3.914368], [0.634444, 2.749649, 3.453804], [-0.484872, 0.078352, -3.704454], [-1.235098, 1.236444, -3.725395], [-1.266034, 1.684352, -2.440466], [-0.563720, 0.819500, -1.636512], [-0.103418, -0.125734, -2.424101], [0.728074, -1.203401, -1.882778], [0.993781, -1.248318, -0.599389], [1.815485, -2.332693, -0.412302], [2.032006, -2.948313, -1.607458], [1.335476, -2.213313, -2.545121], [-0.266165, -0.486322, -4.505409], [-1.660348, 1.624273, -4.632919], [-1.741650, 2.563238, -2.043186], [2.199806, -2.588745, 0.559070], [2.610877, -3.812453, -1.877974], [1.310309, -2.406350, -3.530481]],
  "forces_ev_per_a": [[-0.27, -0.11, 0.29], [0.12, 0.06, -0.03], [-0.08, 0.04, -0.03], [-0.23, 0.00, 0.18], [0.09, 0.03, -0.09], [0.28, -0.08, -0.40], [-0.03, 0.02, 0.19], [0.05, 0.30, -0.39], [-0.01, -0.13, 0.08], [-0.06, -0.09, 0.26], [-0.03, 0.03, -0.02], [0.03, -0.03, 0.04], [0.02, -0.03, -0.01], [0.01, 0.00, 0.04], [0.00, -0.04, -0.02], [-0.01, -0.02, -0.03], [-0.11, 0.16, 0.10], [0.05, 0.00, 0.03], [0.01, -0.15, -0.03], [0.06, 0.15, -0.06], [0.26, -0.36, 0.08], [-0.25, 0.33, -0.25], [0.12, -0.10, 0.02], [-0.08, 0.05, -0.12], [0.01, 0.06, -0.02], [0.04, -0.10, 0.19], [0.00, -0.02, 0.00], [0.01, 0.01, 0.00], [-0.01, 0.01, 0.00], [0.01, 0.00, 0.01], [0.00, 0.00, 0.00], [-0.01, 0.02, 0.00]]
}

***

Record 2
{
  "formula": "C2H9N2O",
  "method": "ωB97M-V/def2-TZVPD",
  "charge": -1,
  "orbital_gap_ev": 7.343,
  "lumo_ev": 4.54,
  "e_above_lowest_kcal_mol": 14.8,
  "species": ["C", "O", "H", "H", "H", "N", "C", "N", "H", "H", "H", "H", "H", "H"],
  "xyz": [[-1.786524, -1.871372, -0.129372], [-0.597539, -1.322526, 0.183589], [-2.034893, -1.752962, -1.231669], [-1.761776, -3.026451, -0.158381], [-2.692983, -1.673988, 0.470059], [1.530530, 0.217399, -0.555574], [1.229825, 1.534311, 0.079743], [-0.152259, 1.625448, 0.438695], [2.216501, -0.214375, 0.049355], [0.700670, -0.411790, -0.505358], [1.890514, 1.601435, 0.971248], [1.578818, 2.432127, -0.471443], [-0.685070, 1.666298, -0.427706], [-0.446720, 0.710473, 0.804429]],
  "forces_ev_per_a": [[0.65, -2.00, -1.73], [-0.36, 0.40, 0.72], [-0.43, 0.54, 0.47], [0.00, 0.52, 0.49], [-0.01, 0.54, 0.17], [0.64, 0.89, -0.18], [1.13, -1.02, 0.44], [-0.78, 0.52, 0.10], [0.05, -0.28, -0.20], [0.01, 0.28, 0.12], [-0.57, -0.01, 0.08], [-0.56, -0.52, -0.48], [0.03, 0.14, 0.06], [0.19, 0.00, -0.05]]
}

***

Record 3
{
  "formula": "C6H11NO",
  "method": "ωB97M-V/def2-TZVPD",
  "orbital_gap_ev": 8.915,
  "lumo_ev": 0.92,
  "e_above_lowest_kcal_mol": 45.8,
  "species": ["C", "C", "C", "N", "C", "C", "C", "O", "H", "H", "H", "H", "H", "H", "H", "H", "H", "H", "H"],
  "xyz": [[2.772754, -0.230501, 0.286494], [1.318022, -0.547980, 0.446552], [0.318739, 0.094432, -0.164357], [0.495252, 1.092740, -1.127569], [-1.108937, -0.273210, 0.089878], [-2.018311, -0.311593, -1.119093], [-1.677026, 0.071077, 1.469469], [-1.361774, -1.229077, 1.075066], [3.345677, -0.660345, 1.105951], [3.164856, -0.638710, -0.649223], [2.949691, 0.848600, 0.275807], [1.060817, -1.372279, 1.092523], [-0.197048, 1.828502, -1.106188], [1.434491, 1.459209, -1.156410], [-2.880581, -0.943398, -0.903963], [-2.377654, 0.680518, -1.372683], [-1.479978, -0.726784, -1.972480], [-1.040654, 0.485090, 2.243197], [-2.718338, 0.373709, 1.487028]],
  "forces_ev_per_a": [[-0.14, 0.04, -0.16], [-0.10, 0.04, -0.02], [0.20, -0.53, 0.27], [-0.01, 0.04, 0.04], [-0.26, 1.22, 0.89], [0.03, -0.21, 0.19], [0.24, 0.69, -1.42], [0.04, -1.37, 0.23], [0.07, 0.05, -0.02], [0.11, 0.02, 0.01], [0.10, 0.02, 0.02], [-0.15, -0.06, 0.04], [0.08, -0.01, 0.00], [-0.04, 0.07, -0.04], [0.02, 0.05, 0.04], [-0.02, 0.14, -0.16], [-0.08, 0.05, 0.00], [0.11, 0.09, -0.12], [-0.20, -0.34, 0.20]]
}

***

Record 4
{
  "formula": "C4H8IN2",
  "method": "ωB97M-V/def2-TZVPD",
  "charge": 1,
  "orbital_gap_ev": 10.210,
  "lumo_ev": -4.26,
  "e_above_lowest_kcal_mol": 20.8,
  "species": ["C", "C", "C", "N", "C", "I", "N", "H", "H", "H", "H", "H", "H", "H", "H"],
  "xyz": [[0.847990, -1.022751, -0.473611], [0.038206, -0.276033, 0.550092], [-0.135015, 1.236203, 0.104227], [-1.595621, 1.384248, 0.019906], [-2.209309, 0.266244, 0.222328], [-4.299484, -0.055048, -0.116962], [-1.334637, -0.711118, 0.520517], [0.355839, -1.064855, -1.505729], [0.905619, -2.039938, -0.294801], [1.932848, -0.882550, -0.417475], [0.277513, -0.216332, 1.643097], [0.259295, 1.896701, 0.836980], [0.039141, 1.446732, -0.991911], [-1.983856, 2.321839, 0.119071], [-1.794970, -1.566085, 0.819619]],
  "forces_ev_per_a": [[0.38, -0.16, -0.95], [0.11, 1.74, 0.26], [-1.11, -1.01, -1.89], [-0.41, 1.78, 1.03], [-0.43, -1.40, 0.11], [1.41, 0.24, 0.44], [-3.71, 0.14, -0.59], [0.95, 1.00, 1.28], [-0.57, -2.44, 1.04], [-0.26, 1.17, -0.58], [0.87, -0.70, -1.10], [0.60, 0.79, 0.10], [1.50, -0.28, 1.42], [-0.35, -0.62, -0.48], [1.02, -0.25, -0.09]]
}

***

Record 5
{
  "formula": "C2H4P2S2",
  "method": "ωB97M-V/def2-TZVPD",
  "orbital_gap_ev": 8.372,
  "lumo_ev": -0.09,
  "e_above_lowest_kcal_mol": 51.4,
  "species": ["C", "C", "P", "P", "S", "S", "H", "H", "H", "H"],
  "xyz": [[0.468740, -0.599997, 1.263317], [-0.294672, 0.440578, -1.007725], [0.142330, -1.398498, -0.359577], [0.110514, 1.192116, 0.617764], [-1.907969, 0.848555, -1.897820], [0.018190, 1.035970, -2.688146], [-0.284981, -0.684955, 1.998455], [1.442001, -0.775009, 1.575765], [1.434427, -1.208633, -0.667984], [-1.128581, 1.149872, 1.165951]],
  "forces_ev_per_a": [[-1.60, 2.13, -1.57], [-1.13, -1.56, -0.75], [-2.00, 0.93, -0.69], [2.00, -0.07, 0.15], [1.29, -0.37, 0.65], [-0.08, -0.19, 0.96], [-0.46, -0.85, 0.94], [1.63, -0.20, 0.89], [1.74, 0.00, -0.84], [-1.39, 0.18, 0.26]]
}

***

Record 6
{
  "formula": "C22H58N4O9S5",
  "method": "ωB97M-V/def2-TZVPD",
  "orbital_gap_ev": 8.436,
  "lumo_ev": -0.23,
  "e_above_lowest_kcal_mol": 62.5,
  "species": ["C", "C", "O", "N", "C", "H", "H", "H", "H", "H", "H", "H", "C", "C", "O", "N", "C", "H", "H", "H", "H", "H", "H", "H", "C", "C", "O", "N", "C", "H", "H", "H", "H", "H", "H", "H", "C", "C", "O", "N", "C", "H", "H", "H", "H", "H", "H", "H", "C", "S", "O", "C", "H", "H", "H", "H", "H", "H", "C", "S", "O", "C", "H", "H", "H", "H", "H", "H", "C", "S", "O", "C", "H", "H", "H", "H", "H", "H", "C", "S", "O", "C", "H", "H", "H", "H", "H", "H", "C", "S", "O", "C", "H", "H", "H", "H", "H", "H"],
  "xyz": [[2.063677, 3.639869, -3.935741], [1.063668, 2.621369, -4.172910], [-0.128963, 2.880080, -3.962944], [1.469325, 1.491469, -4.707259], [0.627073, 0.278260, -5.004485], [1.907193, 4.516519, -4.564303], [3.121424, 3.380997, -3.983229], [1.870889, 4.034737, -2.938250], [2.462394, 1.322519, -4.780469], [0.647470, -0.126970, -3.992813], [1.154030, -0.378686, -5.696464], [-0.396703, 0.476247, -5.321950], [-4.938604, 3.125026, 0.086579], [-4.175354, 3.604817, -1.088873], [-4.630496, 3.726899, -2.253509], [-2.893631, 4.025931, -0.787907], [-2.020413, 4.644199, -1.831133], [-4.249026, 2.913260, 0.903734], [-5.576117, 2.283270, -0.183835], [-5.508237, 3.974931, 0.462443], [-2.424958, 3.902407, 0.098213], [-0.999394, 4.270788, -1.752493], [-1.941312, 5.727529, -1.740405], [-2.394812, 4.477456, -2.841144], [1.435337, -4.210159, 0.218458], [2.778686, -4.069034, 0.730924], [2.942899, -3.207177, 1.607225], [3.675195, -4.934355, 0.331757], [5.062059, -4.855952, 0.713612], [1.397041, -3.662924, -0.723434], [0.661315, -4.020850, 0.962201], [1.243028, -5.239566, -0.083940], [3.441247, -5.645412, -0.346305], [5.431493, -5.879899, 0.769693], [5.213994, -4.466131, 1.720120], [5.588958, -4.199856, 0.020787], [1.299527, -0.892055, -1.196755], [0.262766, -0.532896, -0.175810], [-0.264968, -1.382098, 0.504952], [-0.174510, 0.648104, -0.206572], [-1.232146, 1.202057, 0.558050], [2.171871, -1.270766, -0.664135], [1.698049, -0.060975, -1.778645], [0.979329, -1.675940, -1.883118], [0.284322, 1.144214, -0.957206], [-1.649823, 0.403517, 1.171213], [-2.134523, 1.451813, -0.000011], [-0.879124, 2.015743, 1.191603], [4.356345, -1.504248, -3.101220], [5.395365, -1.666205, -1.600333], [6.187948, -2.908192, -1.866727], [6.518904, -0.260048, -2.061403], [3.420063, -2.061390, -3.133605], [4.904392, -1.745958, -4.011889], [4.099180, -0.445779, -3.141420], [5.870918, 0.599156, -1.888279], [6.947058, -0.252259, -3.063760], [7.406511, -0.173649, -1.434665], [0.245748, -2.061857, 3.686964], [0.741924, -0.249199, 3.972177], [0.954367, -0.054889, 5.476143], [2.460468, -0.506509, 3.417940], [-0.333516, -2.252649, 2.783553], [-0.397347, -2.294560, 4.535713], [1.108563, -2.711106, 3.835727], [2.951795, 0.462442, 3.329454], [2.388279, -0.778431, 2.364874], [3.049635, -1.280442, 3.909880], [-2.609251, 0.850032, -3.293526], [-3.905882, -0.401387, -3.551520], [-3.466889, -1.467486, -4.580505], [-3.808103, -1.199133, -1.869800], [-1.637895, 0.520573, -2.924731], [-2.985602, 1.586010, -2.583042], [-2.412843, 1.432296, -4.193808], [-4.628495, -1.885714, -1.660841], [-3.927247, -0.392745, -1.146162], [-2.835603, -1.652487, -1.677934], [-4.232671, -3.416816, 4.474388], [-4.338517, -1.598507, 4.207856], [-3.565131, -0.951246, 5.385171], [-3.264843, -1.494161, 2.695676], [-4.598596, -3.897264, 3.566998], [-4.830943, -3.629483, 5.360365], [-3.227770, -3.680677, 4.804040], [-3.520287, -2.286332, 1.991889], [-2.217973, -1.660108, 2.949887], [-3.484994, -0.541844, 2.213265], [-0.039756, 3.843208, 3.829744], [-1.836712, 3.829074, 3.584537], [-2.275484, 3.740632, 2.102867], [-2.175266, 2.172887, 4.376701], [0.081632, 3.599653, 4.885224], [0.386749, 4.837439, 3.696730], [0.538655, 3.039397, 3.374290], [-1.897877, 2.043920, 5.422893], [-1.668568, 1.402931, 3.794878], [-3.231584, 1.930783, 4.259827]],
  "forces_ev_per_a": [[1.44, 1.95, 1.10], [-2.63, 0.56, -0.37], [0.58, -0.52, 0.10], [0.55, -2.25, -1.77], [0.93, 1.02, 1.61], [-0.13, -0.23, -0.30], [-0.08, -0.33, -0.16], [0.11, -0.02, 0.16], [-0.18, 0.23, -0.08], [-0.78, -1.08, -0.33], [-0.07, 0.22, 0.04], [0.34, 0.32, 0.01], [0.03, -0.05, 0.50], [1.01, 1.33, -2.22], [0.63, -0.56, 2.38], [0.40, 0.40, -1.87], [-0.44, -0.12, 0.35], [-0.06, -0.40, 0.00], [-0.06, 0.17, 0.17], [-0.41, -0.11, -0.19], [-0.69, -0.11, 0.31], [-0.14, -0.30, -0.02], [-0.27, 0.14, 0.37], [-0.07, -0.41, 0.28], [-1.61, -1.54, -1.46], [-1.03, 1.52, 2.76], [1.07, -0.14, -0.55], [1.37, -0.98, -0.51], [0.47, -0.10, 0.40], [-0.66, 0.42, 0.28], [0.27, 0.82, -0.35], [0.10, -0.30, -0.16], [-0.16, 0.32, 0.14], [0.38, 0.15, -0.46], [-0.53, 0.19, -0.04], [0.39, -0.41, -0.04], [1.44, -0.14, -0.03], [0.13, -4.30, -0.79], [-0.19, -1.84, 1.43], [0.08, 5.05, -1.88], [-1.02, -0.38, 1.02], [0.03, -0.27, 0.14], [-0.27, 0.26, -0.11], [-0.31, 0.08, 0.18], [-0.58, 0.97, 0.32], [0.57, -0.06, 0.41], [0.43, 0.64, -0.57], [-0.35, 0.03, -0.19], [-0.22, 0.93, -0.12], [1.35, -0.54, -1.88], [-0.36, 0.13, 0.66], [-0.46, 0.21, 0.36], [0.20, -0.25, 0.63], [0.41, -0.11, 0.30], [-0.18, 0.14, -0.11], [0.26, 0.34, -0.15], [-0.66, -0.44, -0.29], [-0.40, -0.39, 0.58], [-0.19, 0.53, 1.20], [1.73, -1.75, 1.76], [-0.99, -0.07, -1.64], [-0.49, 0.64, -1.85], [0.64, 0.31, -0.24], [-0.22, 0.33, 0.15], [0.15, 0.22, -0.53], [0.08, 0.06, 0.79], [-0.12, -0.52, -0.16], [-0.43, 0.23, 0.41], [0.21, 0.29, 0.17], [0.61, -1.91, -0.68], [-0.29, 1.82, 1.71], [0.16, 0.88, -0.05], [-0.13, -0.57, -0.01], [-0.31, -0.07, 0.10], [-0.30, -0.32, -0.23], [0.09, -0.10, -0.61], [0.02, 0.25, 0.00], [-0.01, -0.14, -0.33], [0.10, 0.91, 0.43], [1.69, 0.36, 1.39], [-1.16, -0.99, -2.12], [-0.47, -0.49, 0.43], [0.14, -0.23, 0.24], [-0.45, 0.06, -0.30], [0.23, 0.05, -0.62], [-0.32, -0.05, 0.05], [-0.18, 0.47, 0.19], [0.29, 0.05, 0.22], [0.14, -0.54, 0.53], [-0.94, -0.48, -0.62], [1.12, -0.26, 2.11], [0.03, -0.19, -1.06], [-0.28, 0.20, 0.29], [-0.21, -0.13, -0.42], [-0.24, 0.15, -0.67], [0.14, 0.55, -0.08], [0.30, 0.10, -0.05], [-0.10, 0.49, 0.08]]
}